Formula: CH5N3O
Source: the OMol25 dataset
Level of theory: ωB97M-V/def2-TZVPD

Element x y z (Å)
C 0.36 -0.44 0.44
H 1.10 -0.91 -2.36
H -0.51 -1.53 -2.33
H 0.91 -1.43 0.66
H 0.45 0.59 2.16
H -0.76 1.42 0.01
N 0.33 -1.34 -1.68
N -0.02 -0.16 -0.82
N -0.09 0.44 1.36
O -0.60 1.49 0.91

Output
total charge = 0
2S+1 = 1
energy = -280.46591 a.u.
lowest unoccupied orbital energy = 1.1 eV
SMILES string = N/N=C/NO
orbital gap = 9.541 eV

Mulliken population analysis, charges in e, atoms 1 to 2: number 1, C, carries -0.002; number 2, H, carries 0.246